# C44H50N9NaO4SSi2

C44H50N9NaO4SSi2 as an isolated structure (ωB97M-V/def2-TZVPD, OMol25).

Results
Frontier orbital gap, eV: 3.6
Total charge: -2
ΔE to the lowest compared entry with this formula, charge and spin, kcal per mole: 0.0
Strongest force on any atom, hartree/bohr: 0.0091

Geometry (Å):
Na1 -0.2378 -0.1702 -0.5407
N1 3.9167 1.7816 -2.3349
C1 3.2368 0.8456 -1.6494
N2 1.9934 1.2452 -1.5055
C2 1.9660 2.4541 -2.1334
N3 3.1186 2.8242 -2.6541
C3 0.7074 3.2181 -2.2206
C4 0.5438 4.3327 -3.0338
N4 -0.6234 4.9619 -3.1262
C5 -1.6249 4.4519 -2.4108
C6 -1.4665 3.3389 -1.5924
N5 -0.2912 2.7354 -1.4885
H1 4.8792 1.7763 -2.6221
H2 3.6409 -0.1036 -1.2967
H3 1.3719 4.7121 -3.6210
H4 -2.5875 4.9415 -2.4995
H5 -2.2725 2.9160 -1.0054
C7 -1.4847 1.7352 3.4191
Si1 -3.0247 1.4958 2.3490
C8 -3.8433 3.2203 2.3273
C9 -4.1225 0.4651 3.5441
N6 -2.6952 0.8658 0.8271
C10 -3.6917 0.6179 -0.1033
C11 -5.0552 0.7765 0.2207
C12 -6.1241 0.5594 -0.6492
C13 -5.8515 0.1578 -1.9406
C14 -4.5200 0.0020 -2.3192
C15 -3.4062 0.2214 -1.4817
N7 -2.1285 0.0468 -1.9469
Si2 -1.7184 -0.4087 -3.5047
C16 -2.2937 0.6806 -4.9641
C17 0.1603 -0.3840 -3.7321
C18 -2.2766 -2.1798 -3.9661
H6 -1.7842 2.1208 4.4002
H7 -0.7900 2.4340 2.9567
H8 -0.9414 0.8000 3.5776
H9 -3.8659 3.6820 3.3202
H10 -4.8682 3.1648 1.9509
H11 -3.2834 3.8819 1.6594
H12 -4.0095 0.8164 4.5756
H13 -3.8111 -0.5846 3.5102
H14 -5.1856 0.4913 3.2983
H15 -5.2873 1.0897 1.2304
H16 -7.1455 0.6996 -0.3081
H17 -6.6501 -0.0343 -2.6511
H18 -4.3143 -0.3200 -3.3352
H19 -1.9660 1.7124 -4.7988
H20 -3.3783 0.6985 -5.0896
H21 -1.8470 0.3334 -5.9023
H22 0.5144 0.6428 -3.8632
H23 0.4403 -0.9487 -4.6273
H24 0.7031 -0.8165 -2.8902
H25 -3.2812 -2.1932 -4.3979
H26 -2.3063 -2.7845 -3.0545
H27 -1.5964 -2.6601 -4.6779
C19 -1.3949 -5.2201 3.9373
C20 -1.3604 -4.2479 2.7886
C21 -1.6509 -2.9044 2.9604
C22 -1.5999 -2.0489 1.8642
N8 -1.2733 -2.4518 0.6442
C23 -0.9986 -3.7421 0.4753
C24 -1.0327 -4.6697 1.5031
H28 -1.7212 -4.7312 4.8551
H29 -0.4057 -5.6488 4.1117
H30 -2.0780 -6.0457 3.7275
H31 -1.9224 -2.5175 3.9360
H32 -1.8642 -0.9993 1.9357
H33 -0.7248 -4.0471 -0.5272
H34 -0.7968 -5.7097 1.3065
N9 1.4268 1.8863 1.3614
S1 2.8822 2.3958 1.5497
C25 3.6235 1.4210 2.8718
C26 2.8076 0.9742 3.9031
C27 3.3466 0.1508 4.8759
C28 4.6846 -0.2283 4.8083
C29 5.4846 0.2096 3.7650
C30 4.9487 1.0371 2.7839
C31 2.7015 3.9333 2.4885
C32 1.5233 4.6279 2.2626
C33 1.3012 5.8298 2.9188
C34 2.2557 6.3329 3.7928
C35 3.4343 5.6318 4.0112
C36 3.6607 4.4269 3.3602
H35 1.3106 1.6729 0.3758
H36 1.7577 1.2459 3.9032
H37 2.7198 -0.2148 5.6794
H38 5.0962 -0.8880 5.5622
H39 6.5163 -0.1119 3.6987
H40 5.5501 1.3699 1.9464
H41 0.7730 4.1906 1.6140
H42 0.3732 6.3632 2.7575
H43 2.0747 7.2637 4.3161
H44 4.1732 6.0144 4.7049
H45 4.5731 3.8718 3.5412
O1 3.6400 -2.0986 -0.8699
C37 2.4509 -2.3784 -1.1547
O2 1.4036 -1.8440 -0.7374
C38 2.2508 -3.5265 -2.1498
C39 1.0186 -3.7010 -2.7668
C40 0.7983 -4.7169 -3.7020
C41 1.8608 -5.5428 -3.9703
O3 1.9097 -6.6236 -4.8334
C42 3.2498 -7.0921 -4.7882
O4 3.9668 -6.3455 -3.8184
C43 3.0873 -5.3731 -3.3641
C44 3.3234 -4.3711 -2.4596
H46 0.2275 -3.0058 -2.5206
H47 -0.1575 -4.8389 -4.1937
H48 3.7156 -6.9592 -5.7723
H49 3.2549 -8.1508 -4.5096
H50 4.2833 -4.2139 -1.9883

# C7H19BFNO2Sb

C7H19BFNO2Sb as an isolated structure (ωB97M-V/def2-TZVPD, OMol25).

Results
Frontier orbital gap, eV: 6.8
Total charge: -1
Strongest force on any atom, hartree/bohr: 0.1479

Geometry (Å):
C1 1.6534 -1.6147 1.9539
B1 1.7931 -0.6853 0.6041
O1 3.1833 -0.3319 0.1778
Sb1 0.1040 0.0498 -0.6593
C2 1.3044 -0.3140 -2.5360
C3 -1.2294 0.4033 1.0700
C4 -2.7879 -0.0996 0.8563
C5 -2.9414 -1.6635 0.3916
N1 -3.0949 -1.9039 -1.1248
O2 -2.9419 -2.7384 1.1836
C6 0.8549 2.1285 -0.7166
C7 1.1288 2.8198 0.7438
F1 2.0620 2.2424 -1.6159
H1 0.5694 -1.7034 2.3879
H2 2.3866 -1.1516 2.7742
H3 2.0241 -2.7268 1.7293
H4 3.4170 -1.0861 -0.4713
H5 -1.2283 0.5712 -1.7022
H6 -0.4180 -1.6130 -0.7945
H7 0.9776 0.4834 -3.3490
H8 2.4594 -0.2178 -2.3598
H9 1.0576 -1.4059 -2.9504
H10 -1.3033 1.5724 1.2994
H11 -0.8610 -0.0870 2.0806
H12 -3.3613 0.6167 0.1019
H13 -3.3586 0.0090 1.8976
H14 -2.8100 -0.9890 -1.5886
H15 -2.3291 -2.5684 -1.4236
H16 0.0138 2.7888 -1.2475
H17 1.7853 2.1913 1.4810
H18 0.1368 3.2102 1.2816
H19 1.7534 3.8136 0.5250

# C43H64O33

A 11-piece molecular cluster, C43H64O33 overall (ωB97M-V/def2-TZVPD, OMol25).

Results
Structure (SMILES): C[C@H]1COC(=O)O1.C[C@H]1COC(=O)O1.C[C@H]1COC(=O)O1.C[C@H]1COC(=O)O1.C[C@H]1COC(=O)O1.C[C@H]1COC(=O)O1.C[C@H]1COC(=O)O1.C[C@H]1COC(=O)O1.C[C@H]1COC(=O)O1.C[C@H]1COC(=O)O1.O=C1OCCO1
Frontier orbital gap, eV: 10.2
Total charge: 0
ΔE to the lowest compared entry with this formula, charge and spin, kcal per mole: 155.2
Strongest force on any atom, hartree/bohr: 0.1488

Geometry (Å):
C1 -16.1018 11.6452 -23.7977
C2 -15.8462 11.0481 -22.3716
C3 -14.7886 9.9667 -22.3295
O1 -14.0531 10.3700 -21.1540
C4 -14.3396 11.6308 -20.8234
O2 -13.9735 12.2089 -19.7996
O3 -15.2541 12.1019 -21.6246
H1 -15.2075 12.0437 -24.2767
H2 -16.8606 12.4269 -23.7625
H3 -16.5288 11.0010 -24.5663
H4 -16.7422 10.8012 -21.8020
H5 -14.2494 9.9597 -23.2768
H6 -15.1665 8.9520 -22.2046
C5 -7.9177 11.7603 -17.3360
C6 -8.1746 12.6764 -16.1540
C7 -7.3454 12.4404 -14.8956
O4 -7.1920 13.8004 -14.5224
C8 -7.1939 14.5811 -15.5111
O5 -6.6208 15.6730 -15.6456
O6 -7.7326 13.9757 -16.5079
H7 -7.9442 10.7308 -16.9790
H8 -6.8708 11.7843 -17.6388
H9 -8.5564 12.0610 -18.1665
H10 -9.2476 12.8543 -16.0825
H11 -6.3616 12.0177 -15.0994
H12 -7.7458 11.7610 -14.1431
C9 -13.0047 3.5195 -20.7497
C10 -13.8780 2.2858 -20.8335
C11 -13.3960 1.4059 -21.9384
O7 -13.4437 0.0566 -21.4250
C12 -13.5329 0.1070 -20.1132
O8 -13.4079 -0.9009 -19.3722
O9 -13.7029 1.4578 -19.7275
H13 -12.0572 3.1705 -20.3391
H14 -13.4136 4.3053 -20.1146
H15 -12.7215 4.0827 -21.6389
H16 -14.8927 2.6837 -20.8434
H17 -12.4008 1.7809 -22.1774
H18 -13.9750 1.3274 -22.8586
C13 -7.9057 15.5771 -9.0305
C14 -9.2453 15.0555 -8.8389
C15 -10.3756 16.0325 -8.9837
O10 -11.3507 15.5454 -9.8396
C16 -10.8066 14.3836 -10.3396
O11 -11.2496 13.7309 -11.3122
O12 -9.5761 14.0908 -9.7877
H19 -7.7913 16.1658 -9.9407
H20 -7.2820 14.6888 -9.1303
H21 -7.5080 16.1007 -8.1611
H22 -9.2778 14.6691 -7.8202
H23 -9.9146 16.9854 -9.2439
H24 -10.9148 16.2906 -8.0722
C17 -4.2334 7.6347 -11.8768
C18 -5.5751 6.9785 -12.2762
C19 -5.6083 6.5802 -13.7853
O13 -5.8445 5.1236 -13.6952
C20 -5.6710 4.6457 -12.4416
O14 -5.6134 3.4718 -12.1635
O15 -5.5863 5.7800 -11.6196
H25 -4.1238 7.8835 -10.8213
H26 -4.2439 8.6522 -12.2675
H27 -3.3539 7.1889 -12.3414
H28 -6.4029 7.6229 -11.9801
H29 -4.5773 6.6900 -14.1217
H30 -6.3388 7.1299 -14.3787
C21 -24.9479 9.3676 -10.1275
C22 -24.1833 10.6338 -10.3246
C23 -23.0741 10.8952 -9.3542
O16 -21.9996 11.1704 -10.1850
C24 -22.2036 10.8376 -11.4165
O17 -21.3628 10.9106 -12.3117
O18 -23.4577 10.3676 -11.5720
H31 -25.4280 9.2557 -9.1553
H32 -24.2108 8.5679 -10.0551
H33 -25.6950 9.1811 -10.8990
H34 -24.8316 11.4874 -10.5229
H35 -22.9641 10.0808 -8.6381
H36 -23.4651 11.7595 -8.8174
C25 -7.0444 4.8635 -21.6331
C26 -6.6288 3.5870 -20.8515
C27 -6.2411 3.8839 -19.3840
O19 -6.8238 2.9483 -18.7024
C28 -7.7944 2.2982 -19.3667
O20 -8.5041 1.4147 -18.9169
O21 -7.8038 2.7121 -20.6462
H37 -7.3647 4.5526 -22.6275
H38 -6.2436 5.5904 -21.7688
H39 -7.8993 5.2923 -21.1102
H40 -5.7110 3.1670 -21.2628
H41 -6.6333 4.7979 -18.9382
H42 -5.2109 3.5877 -19.1862
C29 -17.2870 12.1698 -4.3699
C30 -17.0443 12.8239 -5.7127
C31 -15.6721 13.3420 -5.9686
O22 -15.1326 12.4069 -6.9080
C32 -16.0201 11.5108 -7.2423
O23 -15.7123 10.6382 -8.0568
O24 -17.1667 11.8197 -6.7233
H43 -16.4403 11.6689 -3.9006
H44 -18.1051 11.4498 -4.3514
H45 -17.4827 12.9562 -3.6410
H46 -17.8774 13.5036 -5.8916
H47 -15.0048 13.3215 -5.1069
H48 -15.6944 14.3940 -6.2527
C33 -14.9196 9.1142 -14.2366
C34 -13.3874 9.0043 -14.3564
C35 -12.6293 8.3049 -13.1454
O25 -11.5227 7.5638 -13.7472
C36 -11.8672 7.2772 -15.0076
O26 -11.3371 6.4326 -15.7260
O27 -13.0188 8.0294 -15.3379
H49 -15.0870 9.8158 -13.4194
H50 -15.3394 8.1448 -13.9678
H51 -15.3469 9.4598 -15.1779
H52 -12.8949 9.9432 -14.6096
H53 -13.3718 7.6786 -12.6509
H54 -12.2511 8.9964 -12.3926
C37 -10.9789 7.9919 -6.2691
C38 -9.5880 8.1660 -5.5125
C39 -8.2206 7.8025 -6.2239
O28 -7.6053 9.0791 -6.1866
C40 -8.3376 9.9871 -5.4627
O29 -7.9162 11.1392 -5.4164
O30 -9.4985 9.5122 -5.1538
H55 -11.0652 7.0530 -6.8160
H56 -10.9989 8.6766 -7.1169
H57 -11.8753 8.1055 -5.6594
H58 -9.6539 7.5942 -4.5869
H59 -8.3059 7.2818 -7.1776
H60 -7.5253 7.2512 -5.5909
O31 -13.1445 3.2938 -11.2769
C41 -12.6284 2.5228 -12.0593
O32 -13.2434 1.9659 -13.1408
C42 -12.3246 1.5692 -14.0632
C43 -10.9732 1.6680 -13.3544
O33 -11.3141 2.3407 -12.1655
H61 -12.5146 0.5439 -14.3806
H62 -12.3852 2.1631 -14.9751
H63 -10.3225 2.3252 -13.9313
H64 -10.4767 0.7089 -13.2071